1.
10
Properties=species:S:1:pos:R:3:mulliken_charge:R:1 method="wB97M-V/def2-TZVPD" smiles="O=C(S)C(=S)C(F)F" lumo_ha=-0.1016 energy_ev=-32293.803 homo_ev=-10.039 relative_energy_ev=1.1051
O -0.33430 -1.53819 0.78322 -0.500
C -0.78346 -0.51871 0.22540 0.611
S -2.50959 -0.36080 0.02932 -0.198
C -0.08450 0.67369 -0.19353 -0.034
S -0.92527 2.17009 0.08993 -0.093
C 1.46688 0.41344 -0.24077 0.307
F 1.96600 0.51501 1.15767 -0.244
F 1.73356 -0.79771 -0.86426 -0.224
H -2.50123 -1.69860 -0.06531 0.153
H 1.97191 1.14178 -0.92166 0.223



2.
12
Properties=species:S:1:pos:R:3:mulliken_charge:R:1 method="wB97M-V/def2-TZVPD" multiplicity=8 lumo_ha="-0.2962 / -0.3341" s_squared=15.7693 energy_ev=-29323.485 homo_ev="-13.773 / -13.773" relative_energy_ev=0.0535 total_charge=+2
O -0.75391 1.05375 -1.01805 -0.511
C -1.26250 -0.17121 -0.88231 0.880
C -2.32274 -0.63240 -1.54529 -0.809
H -2.94998 0.05745 -2.10900 0.297
H -2.63921 -1.66639 -1.42427 0.257
H 0.18544 1.15822 -0.46624 0.282
C -0.32337 -1.13954 0.07131 -0.651
C 0.78279 -0.71321 0.60704 0.702
O 1.58273 0.17178 0.73916 -0.681
Li 3.00500 0.77758 1.95745 0.649
H -0.81346 -2.01884 0.48936 0.316
Gd 5.50921 3.12281 3.58083 1.271



3.
19
Properties=species:S:1:pos:R:3:mulliken_charge:R:1 method="wB97M-V/def2-TZVPD" lumo_ha=-0.1077 energy_ev=-10941.157 homo_ev=-7.979 relative_energy_ev=8.1096
C -1.19235 1.43800 -1.04456 -0.717
N 0.15401 0.93502 -1.08139 -0.257
C 0.75598 0.51651 2.16289 -1.183
C -0.02942 -0.31816 1.26059 -0.300
C 0.39086 -0.21950 -0.19543 -0.412
C 0.02306 -1.51461 -1.09330 0.191
O 0.59596 -1.29960 -2.27846 -0.648
O 0.41123 -2.48921 -0.22570 -0.563
H -1.14110 2.47502 -1.35591 0.274
H -1.94925 0.98039 -1.79544 0.236
H -1.37870 1.28837 0.14808 0.288
H 0.35233 0.68557 -2.03577 0.346
H 0.72838 1.53636 1.72749 0.306
H 0.39859 0.49318 3.20197 0.343
H 1.81333 0.29719 2.24309 0.345
H -0.89866 -1.01236 1.22700 0.542
H 0.57974 -1.95487 0.60604 0.458
H 1.45731 -0.33933 -0.29641 0.380
H -1.07130 -1.49796 -1.17480 0.370



4.
16
Properties=species:S:1:pos:R:3:mulliken_charge:R:1 method="wB97M-V/def2-TZVPD" smiles=Cc1ccc(C)[nH]1 lumo_ha=0.0392 energy_ev=-7857.381 homo_ev=-7.964 relative_energy_ev=0.7785
C 0.76424 -0.41352 2.41624 -1.143
C 0.52944 -0.34139 0.93667 0.316
C 1.11878 -1.03357 -0.07299 -0.336
C 0.53348 -0.60039 -1.31722 -0.673
C -0.44008 0.28955 -1.01249 0.276
C -1.53614 0.92592 -1.80538 -1.094
N -0.45001 0.50825 0.37957 -0.296
H -0.15592 -0.22143 2.97793 0.323
H 1.11812 -1.41421 2.68911 0.311
H 1.51927 0.30607 2.75525 0.245
H 1.88992 -1.78622 0.03885 0.413
H 0.79989 -0.93321 -2.30939 0.432
H -1.93525 1.82351 -1.31594 0.317
H -1.22293 1.18632 -2.81755 0.334
H -2.36931 0.21661 -1.87796 0.232
H -0.16350 1.48770 0.33529 0.343



5.
13
Properties=species:S:1:pos:R:3:mulliken_charge:R:1 method="wB97M-V/def2-TZVPD" multiplicity=2 lumo_ha="0.0388 / -0.0675" s_squared=0.7708 energy_ev=-6775.856 homo_ev="-8.593 / -8.587" relative_energy_ev=0.2109
O -1.16069 0.63497 1.01340 -0.517
C -2.22697 0.40796 0.40993 0.188
C -2.54132 -0.87498 -0.04042 -0.624
N 1.30627 0.10663 -0.69198 -0.531
C 2.54770 0.06885 0.08573 -0.660
H -2.90234 1.25307 0.24367 0.344
H -3.44086 -1.12004 -0.58938 0.293
H -1.88055 -1.70981 0.15194 0.298
H 0.45383 0.12791 -0.15562 0.270
H 1.32640 0.83443 -1.38520 0.213
H 3.21714 -0.68782 -0.31062 0.222
H 3.00025 1.06513 0.13322 0.249
H 2.30114 -0.10630 1.13533 0.255



6.
5
Properties=species:S:1:pos:R:3:mulliken_charge:R:1 method="wB97M-V/def2-TZVPD" lumo_ha=-0.0194 energy_ev=-18456.841 homo_ev=-8.941 relative_energy_ev=1.0977
C -0.06826 -0.35691 0.17365 -0.358
P 0.04167 1.07183 -0.71732 -0.080
I -1.94564 -1.23183 0.35652 0.086
H 0.63451 -1.16766 0.54795 0.314
H 1.33771 1.68457 -0.36079 0.039